P:
{"formula": "C6H11NO2", "method": "ωB97M-V with the def2-TZVPD basis set", "species": ["O", "O", "N", "C", "C", "C", "C", "C", "C", "H", "H", "H", "H", "H", "H", "H", "H", "H", "H", "H"], "xyz": [[-0.479, -1.855, 0.072], [0.169, 1.657, 0.031], [-0.637, -0.492, 0.144], [2.635, 0.545, 0.840], [1.720, -0.115, -0.146], [-1.875, 0.106, -0.629], [0.308, 0.447, -0.133], [-2.892, 0.839, 0.245], [2.084, -1.105, -0.948], [-2.389, -0.772, -1.029], [-0.672, -2.200, 0.959], [2.292, 0.370, 1.861], [3.112, -1.433, -0.965], [1.389, -1.611, -1.596], [2.598, 1.623, 0.689], [3.662, 0.210, 0.717], [-1.601, 0.703, -1.498], [-3.793, 1.075, -0.317], [-2.476, 1.781, 0.596], [-3.157, 0.229, 1.107]], "mulliken_charge": [-0.3769, -0.5937, 0.1564, -1.1623, 0.4770, -0.3496, 0.4768, -1.1492, -1.0317, 0.4025, 0.3511, 0.2661, 0.2940, 0.3060, 0.2879, 0.3879, 0.3023, 0.3667, 0.2821, 0.3065], "spin_multiplicity": 1, "e_homo_ev": -9.6, "charge": 0, "smiles": "C=C(C)C(=O)N(O)CC"}

Q:
{"formula": "C6H11NO2", "method": "ωB97M-V with the def2-TZVPD basis set", "species": ["O", "O", "N", "C", "C", "C", "C", "C", "C", "H", "H", "H", "H", "H", "H", "H", "H", "H", "H", "H"], "xyz": [[2.134, -0.965, 1.050], [-1.508, 0.868, -2.317], [-1.383, -1.034, -0.218], [-0.998, 1.648, -1.253], [0.953, -1.206, 0.971], [0.370, -2.362, 1.762], [-0.232, -0.334, 0.051], [1.336, 1.701, 0.123], [0.205, 0.847, -0.283], [2.256, 1.495, -0.428], [-1.271, -1.790, -0.881], [-0.784, 0.677, -2.923], [-1.852, 1.917, -0.630], [1.112, -3.147, 1.911], [1.188, 2.770, -0.045], [-0.508, -2.784, 1.283], [0.074, -1.972, 2.737], [1.613, 1.591, 1.170], [-2.191, -0.479, -0.463], [-0.516, 2.560, -1.619]], "mulliken_charge": [-0.5443, -0.4959, -0.5062, -0.9695, 0.5042, -1.0529, 0.4136, -1.3147, 0.5212, 0.2600, 0.2296, 0.3237, 0.3515, 0.3399, 0.4103, 0.3191, 0.2415, 0.3150, 0.2479, 0.4060], "spin_multiplicity": 1, "e_homo_ev": -8.4, "charge": 0, "smiles": "CC(=O)/C(N)=C(\\C)CO"}

According to the calculations, the structures order from most to least stable as Q, P.